(1)
Here is C4H7NO2 in the gas phase at a distorted geometry from OMol25. Energies are from wB97M-V/def2-TZVPD.

Output
HOMO energy (spin up / spin down)   -9.07 / -9.11 eV
Energy relative to the best compared isomer or geometry (same formula, charge and spin)   503.6 kJ/mol
Kohn-Sham gap (spin up / spin down)   7.482 / 8.115 eV
LUMO energy (spin up / spin down)   -0.0583 / -0.0367 Eh
Max |F|   1.6 eV/A
Net charge   0

```
14
Properties=species:S:1:pos:R:3:mulliken_charge:R:1
O -0.79 1.76 -1.01 -0.5233
C 0.18 0.77 -1.21 -0.5026
C 0.43 -0.07 0.01 0.2768
C -0.63 -0.21 1.04 -0.2651
N -1.88 -0.29 0.59 -0.7238
C 1.58 -0.79 0.38 -0.1022
O 1.46 -1.70 1.23 -0.5653
H -1.54 1.36 -0.54 0.3914
H -0.05 0.15 -2.10 0.2452
H 1.11 1.30 -1.43 0.3363
H -0.50 0.37 1.97 0.4300
H -0.06 -1.27 1.32 0.3929
H -1.88 -0.88 -0.25 0.2620
H 2.57 -0.50 0.01 0.3477
```

(2)
Here is a molecular structure, C4H7NO2 at a distorted geometry from OMol25. Energies are from wB97M-V/def2-TZVPD.

Output
HOMO energy   -9.57 eV
Energy relative to the best compared isomer or geometry (same formula, charge and spin)   405.5 kJ/mol
Kohn-Sham gap   10.412 eV
LUMO energy   0.0308 Eh
Max |F|   1.5 eV/A
Net charge   0

```
14
Properties=species:S:1:pos:R:3:mulliken_charge:R:1
O 2.20 1.37 0.31 -0.3779
N 1.96 0.11 -0.23 -0.5843
C 0.73 -0.06 -0.43 0.3996
C -0.06 -1.34 -0.72 -0.4939
C -1.06 -0.70 0.31 -0.7830
C -0.58 0.66 -0.12 0.2129
O -0.90 1.61 0.86 -0.5163
H 3.16 1.41 0.36 0.3712
H 0.43 -2.28 -0.46 0.2979
H -0.42 -1.39 -1.75 0.2424
H -0.61 -0.88 1.29 0.2912
H -2.16 -0.68 0.47 0.3641
H -0.99 0.95 -1.11 0.2140
H -1.72 1.22 1.20 0.3619
```

(3)
Here is a molecular structure, C4H7NO2 from OMol25. Energies are from wB97M-V/def2-TZVPD.

Output
HOMO energy   -9.94 eV
Energy relative to the best compared isomer or geometry (same formula, charge and spin)   597.2 kJ/mol
Kohn-Sham gap   10.168 eV
LUMO energy   0.0084 Eh
Max |F|   0.4 eV/A
Net charge   0

```
14
Properties=species:S:1:pos:R:3:mulliken_charge:R:1
C -1.21 1.33 -0.33 -1.3190
C -0.29 0.20 0.04 1.1659
C -0.59 -0.76 1.11 -0.5889
O -0.71 -1.12 -0.25 -0.4422
C 1.14 0.47 -0.23 0.4912
O 1.79 1.60 -0.22 -0.4752
N 2.26 -0.03 -0.51 -0.4372
H -2.23 1.09 -0.02 0.3872
H -0.89 2.25 0.15 0.3273
H -1.20 1.48 -1.41 0.3127
H 0.23 -1.25 1.65 0.3009
H -1.53 -0.65 1.66 0.2633
H 1.96 -2.40 -0.84 0.2074
H 1.22 -2.41 -0.76 -0.1934
```

(4)
Here is a molecular structure, C4H7NO2 from OMol25. Energies are from wB97M-V/def2-TZVPD.

Output
HOMO energy   -7.85 eV
Energy relative to the best compared isomer or geometry (same formula, charge and spin)   453.2 kJ/mol
Kohn-Sham gap   8.537 eV
LUMO energy   0.0254 Eh
Max |F|   0.6 eV/A
Net charge   0

```
14
Properties=species:S:1:pos:R:3:mulliken_charge:R:1
O 1.91 -0.14 -0.63 -0.5604
C 0.94 0.08 0.41 0.3079
C 0.21 1.35 0.15 -1.1244
N -0.88 0.83 -0.93 -0.1874
C -1.08 -0.61 -0.81 -0.3937
C -0.06 -1.06 0.23 0.2708
O -0.06 -2.15 0.77 -0.5657
H 2.35 -0.98 -0.44 0.3243
H 1.40 0.06 1.41 0.4017
H -0.32 1.73 1.03 0.2355
H 0.04 1.41 -1.24 0.4939
H -1.71 1.42 -0.94 0.2789
H -0.92 -1.13 -1.76 0.2280
H -2.09 -0.83 -0.46 0.2906
```

Please write out number 4 again, unchanged.
Here is a molecular structure, C4H7NO2 from OMol25. Energies are from wB97M-V/def2-TZVPD.

Output
HOMO energy   -7.85 eV
Energy relative to the best compared isomer or geometry (same formula, charge and spin)   453.2 kJ/mol
Kohn-Sham gap   8.537 eV
LUMO energy   0.0254 Eh
Max |F|   0.6 eV/A
Net charge   0

```
14
Properties=species:S:1:pos:R:3:mulliken_charge:R:1
O 1.91 -0.14 -0.63 -0.5604
C 0.94 0.08 0.41 0.3079
C 0.21 1.35 0.15 -1.1244
N -0.88 0.83 -0.93 -0.1874
C -1.08 -0.61 -0.81 -0.3937
C -0.06 -1.06 0.23 0.2708
O -0.06 -2.15 0.77 -0.5657
H 2.35 -0.98 -0.44 0.3243
H 1.40 0.06 1.41 0.4017
H -0.32 1.73 1.03 0.2355
H 0.04 1.41 -1.24 0.4939
H -1.71 1.42 -0.94 0.2789
H -0.92 -1.13 -1.76 0.2280
H -2.09 -0.83 -0.46 0.2906
```